(1)
# CH3O3

A 2-piece molecular cluster, CH3O3 overall in a non-equilibrium geometry (ωB97M-V with the def2-TZVPD basis set, the OMol25 dataset).

Values from the calculation:
Total charge: -1
M, Da: 63.032
HOMO level, eV: -4.240
Gap between HOMO and LUMO, Eh: 0.3266
Relative energy (zero: lowest compared OMol25 entry of this formula, charge and spin), eV: 0.678

The geometry in XYZ format:
```
7
CH3O3 ωB97M-V with the def2-TZVPD basis set
O -0.29 1.65 0.90
H -0.08 0.95 0.23
H 0.20 1.37 1.70
O 0.50 -1.31 0.36
O -0.26 0.14 -0.93
C 0.04 -1.04 -0.71
H -0.11 -1.76 -1.55
```

***

(2)
# CH3O3

An isolated ion of composition CH3O3 and charge +1 in a non-equilibrium geometry (ωB97M-V with the def2-TZVPD basis set, the OMol25 dataset).

Values from the calculation:
Total charge: +1
M, Da: 63.032
HOMO level, eV: -18.353
Gap between HOMO and LUMO, Eh: 0.4613
Relative energy (zero: lowest compared OMol25 entry of this formula, charge and spin), eV: 0.315

The geometry in XYZ format:
```
7
CH3O3 ωB97M-V with the def2-TZVPD basis set
C -0.43 -0.88 0.72
O -0.02 0.63 -1.20
O -1.05 -0.67 1.66
O 0.59 0.38 0.00
H -0.10 -1.72 -0.01
H 0.61 1.08 -1.68
H 0.40 1.19 0.52
```

***

(3)
# CH3O3P

A 2-piece molecular cluster, CH3O3P overall in a non-equilibrium geometry (ωB97M-V with the def2-TZVPD basis set, the OMol25 dataset).

Values from the calculation:
M, Da: 94.006
HOMO level (alpha / beta), eV: -10.403 / -10.402
Gap between HOMO and LUMO (alpha / beta), Eh: 0.2577 / 0.2577
Relative energy (zero: lowest compared OMol25 entry of this formula, charge and spin), eV: 5.485

The geometry in XYZ format:
```
8
CH3O3P ωB97M-V with the def2-TZVPD basis set
C 0.20 -0.23 -0.21
O 5.20 -0.04 -0.56
O 1.21 -0.41 0.58
O 2.83 -0.41 -0.59
P 4.03 0.04 0.32
H 0.11 -0.83 -1.21
H -0.02 0.88 -0.61
H -0.67 -0.70 0.44
```

***

(4)
# CH3O3PS

One molecule with the formula CH3O3PS in a non-equilibrium geometry (ωB97M-V with the def2-TZVPD basis set, the OMol25 dataset).

Values from the calculation:
M, Da: 126.073
HOMO level, eV: -9.302
Gap between HOMO and LUMO, Eh: 0.3256
Relative energy (zero: lowest compared OMol25 entry of this formula, charge and spin), eV: 5.004

The geometry in XYZ format:
```
9
CH3O3PS ωB97M-V with the def2-TZVPD basis set
C -1.26 -0.38 0.01
O 1.44 -1.44 0.37
O -0.39 0.04 1.06
O -0.48 -0.11 -1.09
P 2.24 1.42 -0.08
S 0.96 -0.15 0.13
H -1.22 -1.46 -0.03
H -2.23 0.24 0.07
H 0.94 1.83 -0.45
```

***

(5)
# CH3O3S2

A 2-piece molecular cluster, CH3O3S2 overall in a non-equilibrium geometry (ωB97M-V with the def2-TZVPD basis set, the OMol25 dataset).

Values from the calculation:
Total charge: -1
M, Da: 127.166
HOMO level, eV: -4.330
Gap between HOMO and LUMO, Eh: 0.2247
Relative energy (zero: lowest compared OMol25 entry of this formula, charge and spin), eV: 1.876

The geometry in XYZ format:
```
9
CH3O3S2 ωB97M-V with the def2-TZVPD basis set
C -2.57 -0.08 0.71
O 2.74 -0.75 0.45
O 3.01 1.56 -0.13
O 1.29 -0.08 -1.48
S -3.96 -0.92 0.50
S 2.96 0.20 -0.69
H -2.45 0.97 0.22
H -1.80 -0.46 1.23
H 0.79 -0.44 -0.80
```

***

(6)
# CH3O3S2

A 2-piece molecular cluster, CH3O3S2 overall in a non-equilibrium geometry (ωB97M-V with the def2-TZVPD basis set, the OMol25 dataset).

Values from the calculation:
Total charge: -1
M, Da: 127.166
HOMO level (alpha / beta), eV: -5.009 / -1.574
Gap between HOMO and LUMO (alpha / beta), Eh: 0.2978 / 0.1178
Relative energy (zero: lowest compared OMol25 entry of this formula, charge and spin), eV: 2.852

The geometry in XYZ format:
```
9
CH3O3S2 ωB97M-V with the def2-TZVPD basis set
C -0.90 0.30 0.47
O 3.24 -1.77 -0.10
O -3.09 0.54 -1.30
O 2.90 0.69 0.04
S -2.65 -0.15 0.04
S 2.57 -0.57 -0.68
H -0.67 0.16 1.44
H -1.03 1.30 0.24
H -0.38 -0.50 -0.13
```

***

(7)
# CH3O3S3

A 2-piece molecular cluster, CH3O3S3 overall in a non-equilibrium geometry (ωB97M-V with the def2-TZVPD basis set, the OMol25 dataset).

Values from the calculation:
Total charge: -1
M, Da: 159.233
HOMO level, eV: -4.498
Gap between HOMO and LUMO, Eh: 0.2892
Relative energy (zero: lowest compared OMol25 entry of this formula, charge and spin), eV: 1.089

The geometry in XYZ format:
```
10
CH3O3S3 ωB97M-V with the def2-TZVPD basis set
C -0.55 -0.47 -0.10
O 1.27 1.87 0.68
O 2.11 0.22 -0.81
O 3.51 0.79 1.10
S -1.34 0.97 0.21
S 1.13 -0.83 1.66
S 2.15 0.54 0.61
H -1.22 -1.38 0.08
H 0.42 -0.40 -0.59
H 0.33 1.78 0.30
```

***

(8)
# CH3O4

An isolated ion of composition CH3O4 and charge +1 in a non-equilibrium geometry (ωB97M-V with the def2-TZVPD basis set, the OMol25 dataset).

Values from the calculation:
Total charge: +1
M, Da: 79.031
HOMO level (alpha / beta), eV: -17.123 / -17.336
Gap between HOMO and LUMO (alpha / beta), Eh: 0.2623 / 0.3133
Relative energy (zero: lowest compared OMol25 entry of this formula, charge and spin), eV: 6.929

The geometry in XYZ format:
```
8
CH3O4 ωB97M-V with the def2-TZVPD basis set
C 0.51 -0.13 0.33
O -1.59 0.37 -2.23
O 0.91 -0.08 1.59
O -0.95 0.19 -0.16
O -0.81 0.74 -1.39
H 0.49 -1.26 -0.01
H 1.09 0.54 -0.47
H 0.36 -0.37 2.33
```

***

(9)
# CH3O4S

A 2-piece molecular cluster, CH3O4S overall in a non-equilibrium geometry (ωB97M-V with the def2-TZVPD basis set, the OMol25 dataset).

Values from the calculation:
Total charge: -1
M, Da: 111.098
HOMO level, eV: -3.883
Gap between HOMO and LUMO, Eh: 0.2758
Relative energy (zero: lowest compared OMol25 entry of this formula, charge and spin), eV: 1.373

The geometry in XYZ format:
```
9
CH3O4S ωB97M-V with the def2-TZVPD basis set
C -1.65 -0.44 1.73
O 2.14 1.51 -1.93
O 0.66 -0.49 -2.11
O 1.81 0.30 0.12
O -2.68 -0.81 1.24
S 2.05 0.17 -1.34
H -1.71 0.27 2.70
H -0.56 -0.54 1.36
H -0.07 0.02 -1.76
```

***

(10)
# CH3O4S

A 2-piece molecular cluster, CH3O4S overall in a non-equilibrium geometry (ωB97M-V with the def2-TZVPD basis set, the OMol25 dataset).

Values from the calculation:
Total charge: -1
M, Da: 111.098
HOMO level (alpha / beta), eV: -4.113 / -4.114
Gap between HOMO and LUMO (alpha / beta), Eh: 0.2894 / 0.2894
Relative energy (zero: lowest compared OMol25 entry of this formula, charge and spin), eV: 2.235

The geometry in XYZ format:
```
9
CH3O4S ωB97M-V with the def2-TZVPD basis set
C -0.19 -0.22 -0.08
O -3.44 0.16 1.36
O -4.14 -0.89 -0.74
O -2.70 1.20 -0.70
O -1.13 -1.19 0.23
S -3.27 0.04 -0.03
H 0.89 -0.53 0.06
H -0.20 0.68 0.61
H -0.22 0.27 -1.04
```